1.
69
Properties=species:S:1:pos:R:3:forces:R:3 method="wB97M-V/def2-TZVPD" total_energy_ha=-2889.6300 total_charge=0 multiplicity=2 homo_energy_ha="-0.2453 / -0.2713"
Ru -0.092256 -0.178891 0.674961 -0.53 2.05 -0.15
C 3.385037 4.487050 2.193443 0.00 -0.16 -0.27
C 3.240673 3.812140 0.831870 0.33 0.06 0.49
N 1.870609 3.797307 0.386972 -0.78 -0.34 -0.48
C 1.066276 2.715090 0.441302 1.45 -1.62 1.32
S 1.605716 1.300459 1.359913 0.43 0.57 0.16
N -0.080051 2.722588 -0.161316 -1.39 1.34 -1.13
N -0.775643 1.596434 -0.137364 -1.25 -1.64 -0.11
C -2.031751 1.549797 -0.619323 2.65 2.26 0.69
C -2.681630 2.779623 -1.177292 0.11 -0.21 0.12
C -2.640403 0.288746 -0.588123 -0.80 -3.20 0.20
C -3.987671 0.011061 -0.948255 1.30 1.08 0.35
C -4.438671 -1.276127 -0.952512 0.44 -1.42 0.30
C -3.557716 -2.327222 -0.615876 -0.85 0.83 -0.28
C -2.274074 -2.010579 -0.235501 0.16 -0.38 -0.03
N -1.820617 -0.764470 -0.201964 -1.34 0.50 -0.34
H 4.412521 4.399497 2.536608 0.11 0.08 0.11
H 2.729620 4.001372 2.912652 -0.01 -0.02 0.08
H 3.118057 5.539096 2.122091 0.00 0.11 0.09
H 3.578865 2.775632 0.899859 0.05 0.15 -0.13
H 3.845356 4.336189 0.087150 -0.05 -0.10 -0.02
H 1.550376 4.556534 -0.190895 -0.14 -0.01 -0.05
H -2.001776 3.619801 -1.058632 -0.09 -0.04 -0.01
H -3.616110 2.990976 -0.659205 -0.11 0.05 0.02
H -2.903562 2.652243 -2.237644 -0.04 -0.02 -0.06
H -4.641644 0.832198 -1.196799 -0.03 0.09 -0.08
H -5.464376 -1.498663 -1.206227 -0.08 0.01 -0.05
H -3.883543 -3.352210 -0.615936 -0.04 -0.15 -0.02
H -1.563669 -2.778793 0.059863 -0.04 0.15 0.05
O -0.733340 -2.712997 4.073005 -0.15 -0.03 0.18
C -0.836619 -1.863457 3.206486 -0.50 0.18 0.53
O -0.254904 -1.852946 2.084636 0.28 0.22 -1.12
C -1.806210 -0.694908 3.438067 0.30 -0.48 0.24
C -2.723959 -0.755074 4.481526 0.07 0.14 -0.09
C -3.614110 0.290720 4.639473 0.13 -0.04 -0.14
C -3.535543 1.360097 3.757946 0.07 -0.01 -0.04
C -2.568654 1.345565 2.766293 -0.23 0.34 -0.05
N -1.728697 0.333667 2.602950 0.92 -0.46 -0.84
H -2.702166 -1.617645 5.130720 0.02 -0.04 -0.02
H -4.354072 0.279373 5.427252 -0.03 0.00 0.03
H -4.214450 2.193023 3.836000 -0.04 0.15 -0.01
H -2.469590 2.169314 2.072205 0.01 0.09 -0.05
C -1.717047 -0.431139 -3.477276 -0.31 0.39 -0.14
N -0.888545 -1.551939 -3.141262 0.52 -0.41 0.30
C -1.126918 -2.864050 -3.437914 0.10 -0.56 -0.15
C -0.000996 -3.551072 -3.115826 -0.57 -0.20 -0.24
N 0.925209 -2.681168 -2.627692 -0.45 0.49 0.01
B 2.412382 -3.127119 -2.494242 0.01 0.16 0.19
N 3.264014 -2.107125 -1.716206 0.21 0.12 0.41
C 4.450317 -1.610919 -2.154688 0.51 0.30 -0.07
C 5.049448 -0.943878 -1.133920 0.16 -0.03 -0.40
N 4.210763 -1.029173 -0.058592 -0.37 -0.27 -0.65
C 4.503943 -0.604381 1.279079 0.07 0.11 0.68
C 3.121162 -1.739118 -0.438085 -0.37 0.01 0.50
S 1.815761 -2.103282 0.596689 -0.26 -0.11 0.10
C 0.366151 -1.467877 -2.618649 0.11 0.36 -0.12
S 1.021214 -0.004943 -2.062923 -0.07 0.59 1.19
H -2.753019 -0.617343 -3.196353 0.06 -0.11 -0.06
H -1.660422 -0.230908 -4.549705 -0.01 0.02 0.04
H -1.346483 0.440131 -2.933138 -0.01 -0.15 -0.17
H -2.057254 -3.201117 -3.845123 -0.18 -0.06 -0.10
H 0.224417 -4.592485 -3.209892 -0.01 -0.23 -0.02
H 2.845506 -3.182281 -3.603426 0.25 -0.08 -0.34
H 2.437791 -4.165132 -1.915506 -0.08 -0.41 0.07
H 4.777730 -1.765155 -3.161113 0.09 -0.03 -0.18
H 5.985515 -0.427191 -1.085287 0.17 0.09 -0.01
H 5.077001 0.321293 1.259996 -0.02 0.00 -0.08
H 5.082117 -1.374846 1.794861 -0.02 0.05 0.00
H 3.574612 -0.439396 1.825814 0.20 -0.08 -0.16

2.
62
Properties=species:S:1:pos:R:3:forces:R:3 method="wB97M-V/def2-TZVPD" total_energy_ha=-5621.8753 total_charge=+1 homo_energy_ha=-0.3900
Bi 0.179368 0.175446 0.197944 -0.13 0.02 -0.03
C -0.126780 0.730033 3.687388 0.00 -0.01 -0.01
C -1.081868 1.899341 3.467519 -0.05 0.00 0.02
N -1.287493 2.214130 2.055384 0.05 -0.05 -0.05
C -2.668229 2.428374 1.647527 0.00 -0.04 0.03
C -3.509899 1.152289 1.624436 0.07 -0.03 0.05
S -2.766437 -0.247717 0.735350 0.00 0.01 -0.06
C -2.576229 -1.495986 2.037498 -0.07 0.00 -0.04
C -1.802584 -1.038998 3.261149 0.00 0.00 0.03
N -0.495422 -0.468015 2.919140 -0.01 0.04 -0.05
H 0.878945 1.023139 3.371770 0.01 -0.02 0.00
H -0.075444 0.526894 4.763943 0.00 0.01 0.02
H -2.050067 1.676665 3.919580 0.00 0.02 0.01
H -0.694147 2.758226 4.022716 0.01 0.00 0.01
H -0.718536 3.001920 1.777216 -0.04 0.05 0.04
H -3.195090 3.144092 2.293549 0.00 0.03 -0.01
H -2.654622 2.855372 0.646839 0.01 0.02 -0.07
H -3.738995 0.808609 2.632485 -0.01 0.01 0.00
H -4.461970 1.366082 1.140981 -0.01 0.02 0.02
H -3.565753 -1.855957 2.321686 0.01 0.00 0.02
H -2.058983 -2.313530 1.533294 -0.01 -0.01 0.02
H -2.387050 -0.301192 3.808122 0.01 -0.01 0.01
H -1.700490 -1.892650 3.938324 0.03 -0.01 -0.01
H 0.220780 -1.169207 3.063488 0.01 0.00 0.02
Br 2.478635 -1.196780 1.531142 0.06 0.00 -0.03
C 1.932850 -2.930900 0.924129 -0.03 0.10 0.02
C 2.743229 -3.959384 1.292986 -0.03 -0.11 -0.03
C 2.439453 -5.264757 0.855300 0.04 0.04 0.04
C 1.356467 -5.470502 0.057275 -0.02 0.01 -0.02
C 0.519169 -4.397678 -0.336299 -0.04 -0.03 -0.01
C -0.580968 -4.641879 -1.195309 0.03 -0.03 0.01
C -1.385917 -3.625256 -1.602364 -0.02 0.05 0.01
C -1.142292 -2.314138 -1.137910 -0.01 -0.02 0.01
C -0.111257 -2.022996 -0.281577 0.14 0.03 -0.08
C 0.777838 -3.071547 0.111484 -0.05 0.01 0.05
H 3.614919 -3.778311 1.905751 0.00 0.00 0.00
H 3.077628 -6.086019 1.149773 0.00 0.00 0.00
H 1.118535 -6.464653 -0.298992 0.00 0.00 -0.01
H -0.756290 -5.655940 -1.531915 0.00 0.00 0.00
H -2.212485 -3.810717 -2.274908 0.00 0.01 0.00
H -1.813085 -1.532143 -1.474859 0.00 0.02 -0.02
Cl 2.894966 2.085022 0.034564 0.02 0.05 -0.03
C 3.079407 2.191765 -1.704064 0.07 0.01 0.11
C 3.866614 3.231354 -2.168070 -0.02 0.01 0.02
C 4.046500 3.390413 -3.530036 -0.03 -0.05 -0.03
C 3.432379 2.511637 -4.406777 0.02 0.04 0.03
C 2.651424 1.478874 -3.916828 0.02 0.04 -0.02
Cl 1.895274 0.437777 -5.078756 -0.01 0.00 0.04
C 2.450896 1.271398 -2.542457 -0.11 -0.03 -0.06
S 1.507097 -0.129443 -2.033405 0.10 -0.14 -0.01
H 4.328613 3.905299 -1.460822 0.00 0.00 0.00
H 4.660250 4.196559 -3.906433 0.00 0.00 0.00
H 3.549430 2.618559 -5.475650 0.01 0.00 -0.01
C -0.255163 3.222941 -2.815015 -0.02 0.03 -0.02
C -1.519381 2.666112 -2.203636 -0.04 0.04 0.00
O -1.359916 1.316805 -1.722139 0.02 -0.15 -0.01
H -0.446912 4.227707 -3.193371 0.01 0.01 -0.01
H 0.084691 2.607833 -3.651363 -0.03 0.02 0.01
H 0.549453 3.279830 -2.081700 0.01 0.00 0.01
H -2.343283 2.680308 -2.919993 0.00 -0.02 0.00
H -1.822523 3.257020 -1.341628 -0.03 0.00 0.05
H -0.969248 0.798473 -2.443460 0.08 0.02 0.00

3.
65
Properties=species:S:1:pos:R:3:forces:R:3 method="wB97M-V/def2-TZVPD" total_energy_ha=-2888.8884 total_charge=-1 multiplicity=3 homo_energy_ha="-0.1621 / -0.1702"
Pt -0.486290 -0.479583 -0.440814 1.34 0.95 -1.68
O -2.079055 -2.846839 -1.382016 -0.06 -0.06 -0.02
S -2.388218 -1.708493 -0.518739 0.24 -0.08 -0.79
O -2.407341 -2.143599 0.924610 0.03 -0.20 0.23
O -3.549209 -0.943322 -0.923825 -0.18 0.09 0.39
O 0.069153 -2.048497 0.967580 0.14 0.89 0.59
Cl 0.888397 2.685759 -4.483760 -0.08 -0.05 0.32
C 2.506554 2.540422 -2.104694 1.10 0.15 -0.82
Cl 1.263296 1.821061 -0.958404 7.11 3.44 -3.05
H 2.617160 3.597543 -2.341221 -0.72 0.23 0.63
H 3.279608 1.980591 -2.626845 -0.34 -0.71 0.25
C -0.468268 -3.976887 2.860335 0.02 0.00 0.00
C 0.494766 -2.853229 3.133460 0.02 -0.07 0.03
C 1.235475 -2.819050 4.308371 -0.03 -0.01 -0.02
C 2.187668 -1.825305 4.568529 0.01 0.03 0.00
C 3.023229 -1.872587 5.821285 0.01 0.00 -0.02
C 2.345727 -0.818203 3.652108 -0.02 0.01 0.00
C 1.560705 -0.728959 2.459205 -0.07 -0.08 0.01
C 0.678940 -1.854293 2.182524 0.13 -0.01 -0.05
N 1.535656 0.325534 1.660278 0.21 0.56 0.33
C 2.556965 1.453923 1.633304 -1.08 -2.51 -2.10
C 3.864753 0.739466 1.224048 0.37 0.30 0.16
C 2.724870 2.313419 2.873550 -0.19 0.10 0.07
C 2.097438 2.298032 0.427766 -0.86 2.34 2.49
H -0.484685 -4.674707 3.696286 0.01 0.00 0.00
H -0.185457 -4.520721 1.956713 -0.01 0.00 0.00
H -1.480962 -3.603856 2.698659 0.00 -0.02 0.00
H 1.088143 -3.610967 5.034838 -0.01 0.00 0.00
H 2.602079 -2.566475 6.548479 0.00 0.01 0.01
H 3.091025 -0.889426 6.288413 0.00 0.00 0.00
H 4.040467 -2.202072 5.598467 0.00 -0.01 0.01
H 3.056533 -0.027487 3.845974 -0.04 0.00 0.05
H -0.943286 -2.328506 1.072299 -0.32 0.00 0.18
H 4.157198 -0.037868 1.932672 0.05 0.08 0.04
H 4.669197 1.476707 1.148369 0.02 -0.03 -0.01
H 3.746849 0.281177 0.241577 -0.03 -0.04 0.02
H 1.835987 2.280630 3.503334 -0.03 0.01 -0.04
H 2.876160 3.349393 2.567836 0.03 0.00 0.03
H 3.594375 2.001436 3.454427 -0.04 -0.01 0.05
H 2.250311 0.810320 -1.126909 0.17 -0.02 -0.46
H 2.725130 3.206825 0.368496 -0.84 -0.31 -0.77
H 0.777287 3.112822 -1.324940 -0.24 -0.36 0.84
C 0.464185 1.008143 -2.182560 -3.11 -3.51 -2.78
C -0.205708 1.895343 -0.099185 -0.54 0.25 3.90
N -1.245071 2.208683 0.475727 -0.84 0.26 -1.97
C -2.019873 2.477561 -0.766096 -0.34 -0.25 0.53
C -1.921803 1.855454 -1.962640 -0.26 -0.20 -0.56
C -0.909209 0.836029 -2.405946 0.18 1.66 2.28
C -2.919255 2.337802 -2.951735 0.07 -0.03 -0.08
C -3.661722 1.736667 -3.889184 -0.01 -0.05 0.11
C -3.871743 0.322649 -4.247620 0.02 0.01 0.00
C -5.050915 -0.015938 -4.914028 -0.01 0.01 -0.01
C -5.254350 -1.347053 -5.209149 -0.01 -0.01 0.00
N -4.383629 -2.299604 -4.881449 0.00 0.02 0.00
C -3.292952 -1.877381 -4.248376 0.03 0.00 0.04
N -2.991242 -0.623583 -3.934026 0.07 0.05 -0.03
H 1.012704 0.335740 -2.832665 1.04 0.43 0.39
H 1.089978 0.506965 -0.321710 -1.68 -3.02 1.12
H -2.763125 3.248350 -0.614457 0.01 0.00 0.00
H -1.100136 0.260887 -3.296444 -0.45 -0.26 0.17
H -3.107190 3.402927 -2.860084 0.05 0.02 -0.04
H -4.327950 2.399448 -4.432067 -0.02 0.01 0.02
H -5.781275 0.736448 -5.179240 0.00 0.00 0.00
H -6.151850 -1.670557 -5.727197 0.00 0.01 0.00
H -2.576199 -2.629105 -3.941492 -0.01 0.00 0.02

Energy above the lowest of the compared OMol25 structures with the same formula, charge and spin values (in kcal/mol) by entry order: 55.5, 0.0, 600.4.